# 1
A molecular structure, C3H2N2O2, computed with ωB97M-V/def2-TZVPD.

As for the energy relative to the best compared isomer or geometry (same formula, charge and spin): 483.36 kJ/mol. The highest occupied orbital energy is -10.48 eV.

Last column: Mulliken charge in e.
Geometry (Å):
1 C 1.25 0.43 0.02  -0.155
2 C -0.29 -0.86 -0.01  0.565
3 C -0.28 0.52 -0.05  0.332
4 H 1.65 0.73 0.99  0.219
5 H 1.83 0.79 -0.86  0.230
6 N -1.49 -1.36 0.00  -0.393
7 N -1.49 1.00 -0.04  -0.374
8 O 1.05 -1.06 -0.05  -0.376
9 O -2.23 -0.19 0.00  -0.049

# 2
2 unconnected molecules or ions with the total composition C7H8N2O, computed with ωB97M-V/def2-TZVPD.

As for the energy relative to the best compared isomer or geometry (same formula, charge and spin): 834.52 kJ/mol. The highest occupied orbital energy (alpha / beta) is -9.13 / -8.61 eV.

Last column: Mulliken charge in e.
Geometry (Å):
1 C 1.19 -0.85 -1.05  -0.520
2 C 0.09 -1.67 -0.79  -0.194
3 C 1.89 -0.56 0.11  -0.056
4 C 0.84 -2.00 1.47  -0.178
5 C 0.03 -2.28 0.43  -0.220
6 C -0.74 1.20 -0.30  0.748
7 C -1.63 1.71 0.90  -1.131
8 N 1.74 -1.10 1.30  -0.581
9 N -1.14 1.48 -1.57  -0.450
10 O -0.01 2.16 -0.92  -0.352
11 H 1.31 -0.21 -1.94  0.406
12 H -0.53 -1.99 -1.50  0.537
13 H 2.82 0.00 0.09  0.389
14 H 0.61 -2.45 2.37  0.445
15 H -2.40 2.44 0.58  0.335
16 H -0.97 2.36 1.55  0.252
17 H -2.28 0.99 1.60  0.257
18 H -0.82 0.76 -2.33  0.314

# 3
A molecular structure, C16H34AsN6RhS, computed with ωB97M-V/def2-TZVPD.

As for the energy relative to the best compared isomer or geometry (same formula, charge and spin): 12.93 kJ/mol. As for the total charge: +4. The highest occupied orbital energy is -20.89 eV.

Last column: Mulliken charge in e.
Geometry (Å):
1 Rh -0.12 0.52 0.36  -0.087
2 C 3.75 2.28 0.20  -1.762
3 C 2.41 1.67 -0.06  0.792
4 N 1.58 1.28 0.85  0.307
5 N 1.87 1.44 2.20  -0.616
6 C 0.87 1.33 3.09  0.500
7 N 1.09 1.60 4.35  -0.276
8 S -0.69 0.81 2.56  -0.305
9 C 1.91 1.49 -1.44  0.576
10 C 2.62 1.88 -2.56  -0.420
11 C 2.07 1.66 -3.82  -0.785
12 C 0.83 1.05 -3.91  -0.832
13 C 0.16 0.71 -2.75  -0.167
14 N 0.67 0.94 -1.53  0.281
15 H 4.19 2.00 1.15  0.576
16 H 3.68 3.37 0.16  0.380
17 H 4.45 1.96 -0.57  0.447
18 H 2.79 1.78 2.45  0.113
19 H 1.97 1.95 4.71  0.229
20 H 0.34 1.50 5.03  0.271
21 H 3.59 2.35 -2.47  0.438
22 H 2.62 1.96 -4.71  0.503
23 H 0.38 0.85 -4.88  0.502
24 H -0.82 0.26 -2.78  0.542
25 C 1.40 -2.16 3.11  -0.895
26 C 1.92 -2.21 1.68  -0.812
27 As 0.62 -1.74 0.33  1.105
28 C -1.01 -2.76 0.61  -0.730
29 C -2.07 -2.16 1.53  -0.658
30 C 1.32 -2.35 -1.38  -0.876
31 C 2.79 -2.02 -1.63  -1.063
32 H 2.18 -2.53 3.78  0.419
33 H 0.52 -2.78 3.26  0.323
34 H 1.16 -1.14 3.42  0.080
35 H 2.16 -3.23 1.37  0.622
36 H 2.81 -1.61 1.53  0.469
37 H -0.63 -3.70 1.02  0.531
38 H -1.41 -2.97 -0.38  0.573
39 H -1.72 -2.04 2.55  0.269
40 H -2.93 -2.83 1.56  0.482
41 H -2.42 -1.19 1.17  -0.333
42 H 0.66 -1.99 -2.16  0.495
43 H 1.17 -3.43 -1.31  0.574
44 H 2.98 -0.95 -1.66  0.188
45 H 3.08 -2.43 -2.60  0.412
46 H 3.45 -2.46 -0.88  0.380
47 N -6.12 0.86 -1.25  -0.300
48 C -4.82 1.54 -0.90  -0.718
49 C -3.68 0.54 -0.67  -0.836
50 N -2.43 1.22 -0.24  -0.292
51 H -6.85 1.57 -1.43  0.388
52 H -6.48 0.26 -0.50  0.369
53 H -6.06 0.29 -2.10  0.357
54 H -5.02 2.12 0.00  0.420
55 H -4.60 2.23 -1.71  0.429
56 H -3.47 -0.03 -1.58  0.385
57 H -3.95 -0.18 0.10  0.413
58 H -2.61 1.70 0.64  0.336
59 H -2.19 1.95 -0.90  0.284

# 4
15 unconnected molecules or ions with the total composition C58H130BN6O22, computed with ωB97M-V/def2-TZVPD.

Its spin multiplicity is 2. As for the total charge: -2. The highest occupied orbital energy (alpha / beta) is 0.50 / -3.24 eV.

Last column: Mulliken charge in e.
Geometry (Å):
1 O 1.12 -2.44 -1.47  -0.508
2 C 0.29 -1.56 -1.36  0.171
3 O 0.22 -0.40 -2.02  -0.367
4 B -0.98 0.34 -1.51  1.341
5 O -1.55 -0.47 -0.42  -0.329
6 C -0.89 -1.62 -0.36  0.607
7 O -1.19 -2.60 0.29  -0.706
8 O -1.92 0.59 -2.63  -0.402
9 C -2.08 1.95 -2.69  -0.745
10 O -2.91 2.62 -3.36  -0.270
11 C -1.29 2.60 -1.58  0.145
12 O -0.59 1.65 -1.00  0.167
13 O -1.37 3.85 -1.38  -0.292
14 C 0.24 2.04 2.61  -1.063
15 C 1.37 2.93 3.34  2.339
16 C 2.28 3.43 2.15  -1.030
17 C 1.75 4.63 1.43  0.111
18 C 1.43 5.78 2.41  -1.774
19 C 0.42 5.32 3.46  2.021
20 N 0.89 4.08 4.11  0.524
21 O 0.08 3.75 5.23  -0.463
22 C 0.37 6.47 4.52  -2.242
23 C -0.98 5.20 2.85  -1.238
24 C 2.17 2.02 4.22  -1.810
25 H -0.20 2.54 1.75  -0.357
26 H -0.54 1.92 3.37  0.679
27 H 0.51 1.02 2.34  -0.073
28 H 3.25 3.68 2.58  0.384
29 H 2.42 2.57 1.49  -0.124
30 H 0.86 4.27 0.93  -0.803
31 H 2.39 4.84 0.57  0.800
32 H 1.09 6.67 1.88  0.705
33 H 2.29 6.19 2.93  0.382
34 H 0.41 7.50 4.16  0.351
35 H -0.54 6.28 5.08  0.392
36 H 1.22 6.41 5.20  0.496
37 H -1.04 4.51 2.01  -0.388
38 H -1.75 4.91 3.56  0.594
39 H -1.32 6.12 2.38  0.549
40 H 2.57 2.53 5.09  0.391
41 H 3.07 1.65 3.73  0.336
42 H 1.51 1.23 4.59  0.252
43 H 0.65 4.09 5.92  0.331
44 C -4.32 -2.35 1.81  -2.447
45 C -5.58 -3.26 1.83  2.111
46 C -5.68 -3.91 0.46  -1.205
47 C -6.72 -4.98 0.20  -0.909
48 C -6.78 -5.93 1.40  -1.318
49 C -6.61 -5.34 2.77  1.902
50 N -5.53 -4.31 2.85  0.142
51 O -5.33 -3.67 4.18  -0.501
52 C -7.97 -4.88 3.39  -1.752
53 C -6.17 -6.50 3.68  -1.985
54 C -6.81 -2.29 2.10  -1.704
55 H -4.30 -1.62 1.00  0.223
56 H -3.38 -2.86 1.60  0.655
57 H -4.11 -1.91 2.79  0.467
58 H -5.81 -3.08 -0.24  0.337
59 H -4.70 -4.35 0.28  0.454
60 H -6.60 -5.45 -0.78  0.407
61 H -7.64 -4.41 0.12  0.342
62 H -6.05 -6.71 1.16  0.472
63 H -7.73 -6.46 1.33  0.414
64 H -8.08 -4.47 4.39  0.322
65 H -8.63 -4.34 2.71  0.388
66 H -8.56 -5.79 3.47  0.528
67 H -5.08 -6.52 3.76  0.460
68 H -6.53 -6.32 4.69  0.388
69 H -6.58 -7.48 3.46  0.392
70 H -7.77 -2.50 1.63  0.280
71 H -6.65 -1.25 1.80  0.383
72 H -7.00 -2.15 3.16  0.366
73 H -4.41 -3.43 4.24  0.355
74 C 4.61 -5.41 3.84  -2.049
75 C 4.71 -3.98 3.17  1.582
76 C 5.01 -4.31 1.72  -1.498
77 C 4.89 -3.05 0.81  -0.265
78 C 3.51 -2.50 0.93  -0.478
79 C 3.23 -2.10 2.39  2.036
80 N 3.49 -3.19 3.35  0.681
81 O 2.98 -3.02 4.61  -0.495
82 C 3.80 -0.74 2.72  -1.567
83 C 1.72 -2.04 2.32  -1.969
84 C 5.96 -3.18 3.77  -1.596
85 H 5.58 -5.88 3.94  0.382
86 H 3.78 -6.02 3.50  0.354
87 H 4.34 -5.24 4.89  0.513
88 H 6.04 -4.65 1.60  0.425
89 H 4.24 -4.99 1.34  0.274
90 H 5.10 -3.36 -0.21  -0.011
91 H 5.70 -2.32 0.90  0.508
92 H 2.82 -3.28 0.60  0.323
93 H 3.24 -1.63 0.33  -0.336
94 H 3.65 -0.59 3.79  0.713
95 H 4.89 -0.69 2.73  0.099
96 H 3.34 0.09 2.18  0.051
97 H 1.28 -1.61 3.22  0.633
98 H 1.41 -1.49 1.43  -0.431
99 H 1.26 -3.03 2.33  0.633
100 H 5.85 -2.77 4.77  0.318
101 H 6.09 -2.33 3.09  0.361
102 H 6.95 -3.65 3.76  0.399
103 H 2.19 -3.55 4.57  0.353
104 C -4.71 3.20 -0.21  -1.914
105 C -5.11 3.90 1.11  2.113
106 C -4.38 5.26 1.05  -0.624
107 C -4.75 6.26 2.16  -0.440
108 C -6.19 6.50 2.15  -1.402
109 C -7.12 5.27 2.18  1.841
110 N -6.60 4.32 1.17  0.309
111 O -7.48 3.28 0.80  -0.486
112 C -7.23 4.68 3.65  -1.768
113 C -8.53 5.73 1.88  -2.235
114 C -4.61 3.04 2.32  -1.471
115 H -4.73 3.69 -1.18  0.494
116 H -5.42 2.37 -0.14  0.630
117 H -3.72 2.75 -0.21  -0.351
118 H -3.33 5.02 0.94  -0.327
119 H -4.61 5.78 0.12  0.582
120 H -4.10 7.11 1.96  0.478
121 H -4.39 5.90 3.13  0.208
122 H -6.47 7.15 1.32  0.418
123 H -6.34 7.10 3.04  0.400
124 H -6.27 4.60 4.16  0.317
125 H -7.88 5.19 4.36  0.422
126 H -7.64 3.67 3.74  0.379
127 H -8.75 6.19 0.92  0.422
128 H -9.22 4.90 2.00  0.440
129 H -8.83 6.48 2.61  0.452
130 H -3.58 2.75 2.12  0.177
131 H -5.28 2.18 2.41  0.302
132 H -4.56 3.53 3.29  0.287
133 H -7.91 3.60 0.00  0.311
134 C 2.85 -5.02 -2.03  -1.952
135 C 3.90 -5.86 -2.86  2.231
136 C 3.62 -7.37 -2.66  -1.458
137 C 4.25 -8.39 -3.60  -0.871
138 C 4.03 -8.01 -5.07  -1.322
139 C 4.28 -6.49 -5.41  1.440
140 N 3.72 -5.64 -4.32  0.120
141 O 3.74 -4.35 -4.75  -0.388
142 C 5.78 -6.24 -5.59  -1.708
143 C 3.50 -6.33 -6.75  -1.837
144 C 5.21 -5.48 -2.26  -1.768
145 H 2.86 -3.97 -2.32  0.272
146 H 2.94 -5.08 -0.94  0.257
147 H 1.83 -5.39 -2.19  0.466
148 H 3.86 -7.78 -1.68  0.386
149 H 2.54 -7.53 -2.65  0.524
150 H 3.85 -9.37 -3.32  0.414
151 H 5.29 -8.28 -3.30  0.344
152 H 3.01 -8.37 -5.20  0.469
153 H 4.68 -8.67 -5.63  0.460
154 H 6.50 -6.60 -4.84  0.330
155 H 6.12 -6.69 -6.52  0.516
156 H 5.94 -5.16 -5.58  0.402
157 H 4.06 -5.78 -7.51  0.399
158 H 3.31 -7.26 -7.29  0.421
159 H 2.63 -5.70 -6.57  0.357
160 H 5.46 -4.43 -2.43  0.381
161 H 6.00 -6.11 -2.68  0.394
162 H 5.24 -5.70 -1.19  0.274
163 H 4.67 -4.20 -4.96  0.226
164 C 4.52 1.01 -3.21  -1.864
165 C 3.97 2.28 -2.43  2.854
166 C 3.95 1.93 -0.91  0.101
167 C 5.27 2.01 -0.10  -0.366
168 C 5.85 3.37 -0.41  -1.635
169 C 6.02 3.77 -1.91  1.693
170 N 4.81 3.47 -2.70  0.113
171 O 4.98 3.71 -4.09  -0.434
172 C 6.26 5.28 -1.98  -1.904
173 C 7.29 3.00 -2.47  -1.573
174 C 2.51 2.50 -2.82  -2.723
175 H 4.66 1.09 -4.28  0.425
176 H 3.91 0.10 -3.26  0.248
177 H 5.37 0.62 -2.65  0.395
178 H 3.22 2.59 -0.44  -0.620
179 H 3.65 0.89 -0.80  -0.308
180 H 5.91 1.15 -0.30  0.479
181 H 5.14 1.87 0.97  0.224
182 H 6.82 3.40 0.08  0.519
183 H 5.20 4.06 0.12  0.250
184 H 6.49 5.65 -2.98  0.378
185 H 5.45 5.89 -1.60  0.356
186 H 7.09 5.53 -1.32  0.400
187 H 7.35 2.80 -3.54  0.295
188 H 8.18 3.50 -2.08  0.423
189 H 7.40 2.02 -2.00  0.354
190 H 2.34 2.95 -3.80  0.762
191 H 2.02 3.21 -2.15  0.419
192 H 1.88 1.62 -2.91  0.264
193 H 5.66 3.05 -4.24  0.369
194 O -2.18 5.54 -4.86  -0.715
195 H -1.50 4.97 -4.51  0.391
196 H -2.01 6.40 -4.47  0.296
197 O -4.54 4.44 -5.29  -0.764
198 H -4.38 3.52 -5.08  0.350
199 H -3.72 4.88 -5.08  0.457
200 O 2.00 -2.08 -4.49  -0.626
201 H 2.61 -2.80 -4.65  0.502
202 H 1.54 -2.34 -3.69  0.244
203 O 0.23 4.39 -4.68  -0.787
204 H 0.00 3.64 -5.23  0.345
205 H 0.26 4.03 -3.79  0.311
206 O -2.12 -0.18 -5.69  -0.593
207 H -2.68 -0.31 -4.93  0.224
208 H -1.72 -1.04 -5.84  0.271
209 O -5.10 1.08 -4.95  -0.730
210 H -5.61 1.12 -4.14  0.359
211 H -4.19 1.22 -4.67  0.215
212 O -4.52 0.40 -1.50  -0.437
213 H -3.64 0.33 -1.12  0.227
214 H -5.09 0.03 -0.83  0.094
215 O -0.33 6.46 -0.46  -0.831
216 H -0.96 5.79 -0.71  0.341
217 H 0.32 5.99 0.06  0.221